# 1
Molecular formula: C22H29MnN5O2PS2
Method: DFT, ωB97M-V/def2-TZVPD

Element x y z (Å)
1 Mn 0.126 -0.127 -1.245
2 C 2.805 1.399 -2.178
3 N 2.470 0.052 -1.737
4 C 2.899 -1.057 -2.582
5 C 1.830 -2.111 -2.600
6 N 0.550 -1.852 -2.428
7 C -0.100 -3.088 -2.503
8 C -1.445 -3.415 -2.364
9 C -1.788 -4.746 -2.477
10 C -0.825 -5.738 -2.724
11 C 0.513 -5.426 -2.862
12 C 0.844 -4.083 -2.741
13 N 2.066 -3.420 -2.793
14 C 1.654 2.315 -1.890
15 N 0.404 1.904 -1.826
16 C -0.360 3.051 -1.593
17 C -1.734 3.210 -1.444
18 C -2.202 4.485 -1.204
19 C -1.332 5.584 -1.109
20 C 0.032 5.440 -1.259
21 C 0.488 4.151 -1.505
22 N 1.768 3.641 -1.700
23 H 2.957 1.392 -3.261
24 H 3.720 1.791 -1.726
25 H 2.732 -0.093 -0.764
26 H 3.849 -1.501 -2.273
27 H 3.033 -0.692 -3.603
28 H -2.204 -2.664 -2.181
29 H -2.824 -5.037 -2.373
30 H -1.139 -6.769 -2.806
31 H 1.257 -6.187 -3.052
32 H 2.971 -3.837 -2.937
33 H -2.422 2.377 -1.518
34 H -3.264 4.646 -1.082
35 H -1.742 6.565 -0.917
36 H 0.704 6.283 -1.192
37 H 2.632 4.156 -1.669
38 C -0.771 -2.510 3.385
39 C 0.205 -1.880 4.355
40 C -0.460 -1.280 5.575
41 O 1.063 -0.869 3.745
42 P 0.785 0.234 2.666
43 S 2.165 1.559 2.605
44 S 0.695 -0.828 0.870
45 O -0.670 0.707 3.100
46 C -1.608 1.605 2.470
47 C -2.537 0.829 1.559
48 C -0.933 2.778 1.802
49 H -1.341 -3.268 3.925
50 H -0.262 -2.987 2.551
51 H -1.473 -1.776 2.992
52 H 0.928 -2.633 4.672
53 H -1.194 -0.528 5.287
54 H 0.280 -0.813 6.223
55 H -0.967 -2.065 6.138
56 H -2.187 1.981 3.318
57 H -2.020 0.503 0.652
58 H -3.378 1.463 1.274
59 H -2.932 -0.052 2.063
60 H -0.364 2.466 0.925
61 H -0.247 3.277 2.483
62 H -1.698 3.487 1.482

## Properties
Multiplicity = 6
HOMO (spin up / spin down) = -10.128 / -10.212 eV
E_LUMO (spin up / spin down) = -2.3 / -3.0 eV
HOMO-LUMO gap (spin up / spin down) = 7.8 / 7.2 eV
E = -3568.734382 hartree
Total charge = +1

# 2
Molecular formula: C15H10F3NO4
Method: DFT, ωB97M-V/def2-TZVPD

Element x y z (Å)
1 O -0.150 -4.186 -0.048
2 C -0.238 -2.991 0.127
3 N -1.444 -2.460 0.497
4 O -1.746 -1.098 0.370
5 C -3.035 -0.837 0.077
6 O -3.860 -1.707 -0.055
7 C -3.311 0.610 -0.037
8 C -4.645 0.994 -0.187
9 C -4.994 2.324 -0.303
10 C -4.011 3.302 -0.275
11 C -2.681 2.946 -0.134
12 C -2.340 1.611 -0.016
13 F -1.037 1.308 0.111
14 C 0.902 -2.047 0.024
15 C 1.895 -2.324 -0.916
16 C 2.971 -1.477 -1.065
17 C 3.074 -0.349 -0.256
18 O 4.186 0.450 -0.472
19 C 4.174 1.716 -0.011
20 F 4.500 1.788 1.307
21 F 5.125 2.401 -0.660
22 C 2.120 -0.090 0.716
23 C 1.033 -0.937 0.849
24 H -2.281 -3.038 0.409
25 H -5.392 0.215 -0.208
26 H -6.030 2.601 -0.416
27 H -4.277 4.343 -0.365
28 H -1.899 3.690 -0.114
29 H 1.800 -3.208 -1.529
30 H 3.741 -1.667 -1.794
31 H 3.209 2.245 -0.138
32 H 2.216 0.751 1.385
33 H 0.302 -0.734 1.613

## Properties
SMILES string = O=C(NOC(=O)c1ccccc1F)c1ccc(OC(F)F)cc1
HOMO = -9.484 eV
E_LUMO = -0.2 eV
HOMO-LUMO gap = 9.3 eV
E = -1232.902913 hartree
Energy above the lowest of the compared OMol25 structures with the same formula, charge and spin = 10.2 kJ/mol

The lowest E belongs to which entry?
C22H29MnN5O2PS2

Among the records above, which one has the lowest E?
C22H29MnN5O2PS2

The highest E belongs to which entry?
C15H10F3NO4